Entry 1:
The following is a quantum chemistry calculation of an isolated molecule of C6H12S in a non-equilibrium geometry, from OMol25.

```
19
Properties=species:S:1:pos:R:3:forces:R:3:lowdin_charge:R:1
S -2.893557 0.508509 -0.231382 2.662 -0.236 0.039 0.921
C -3.095517 -0.505708 1.038506 0.774 -1.824 0.717 -0.437
C 1.674524 1.496729 -0.047774 -1.622 2.022 -0.762 -0.159
C 1.988186 0.071145 0.192322 1.702 -1.605 -0.499 -0.268
C -0.466553 -0.756447 -0.130929 -0.878 -1.240 0.224 -0.360
C 0.975111 -0.832975 -0.597085 0.481 -0.210 0.235 -0.202
C -1.209151 0.371579 -0.629719 -3.043 1.570 -2.239 -0.500
H 2.027202 1.971263 -1.034797 -0.915 -1.197 1.060 0.108
H -1.127196 -1.675220 -0.368940 1.192 0.600 0.051 0.140
H -2.241696 -1.246428 1.317693 -2.210 1.502 -0.397 0.027
H 2.130302 2.132347 0.659419 0.821 0.690 1.104 0.041
H 0.559785 1.675991 0.154201 1.461 -0.052 -0.777 0.081
H -0.628584 -0.690978 0.927018 0.846 -0.212 1.140 0.075
H 3.070543 -0.116334 -0.166668 -1.634 -0.031 0.263 0.122
H 1.315221 -1.862334 -0.605171 0.049 -0.274 0.297 0.098
H 2.088212 -0.164163 1.305446 -0.756 0.145 -1.384 0.126
H -1.000629 0.784118 -1.651021 -0.207 -0.197 1.132 0.077
H -4.075106 -0.576270 1.534130 0.692 0.194 -0.355 -0.001
H 0.908900 -0.584817 -1.665242 0.585 0.355 0.151 0.110
```
Positions in Å, forces in eV/Å.

Results
Highest occupied orbital energy (alpha / beta)   -0.2679 / -0.2704 Eh
ΔE to the lowest compared entry with this formula, charge and spin   72.5 kcal/mol
Calculated total energy   -633.8692 Ha
LUMO (alpha / beta)   0.0157 / 0.0168 Eh
Gap between HOMO and LUMO (alpha / beta)   7.718 / 7.815 eV

=====

Entry 2:
The following is a quantum chemistry calculation of an isolated molecule of C24H27ClN2O4, from OMol25.

```
58
Properties=species:S:1:pos:R:3:forces:R:3:lowdin_charge:R:1
Cl 2.627929 1.901483 2.619623 0.164 0.405 0.404 0.756
O 3.071840 1.277700 -2.218393 -0.428 -0.075 -0.020 -0.066
O -1.841360 -0.317171 4.214276 -0.042 -0.249 0.189 0.068
O -3.859176 -0.832997 1.561803 0.321 0.041 0.064 -0.203
O 0.841314 0.121673 -2.848628 0.279 0.296 0.278 -0.057
N 2.831026 -0.023560 0.941093 0.202 0.380 0.297 0.118
N -1.712238 0.969669 2.367618 0.363 0.190 -0.121 -0.031
C 0.154731 -0.756235 1.056911 0.272 0.229 0.268 0.062
C -0.400609 1.435296 -1.216629 0.076 -0.039 -0.189 0.022
C 3.298012 -1.718445 -0.661208 -0.044 -0.214 -0.177 0.003
C 1.530928 -3.206285 -1.386855 -0.328 0.054 0.154 -0.276
C 1.959458 2.735739 -0.616240 0.169 -0.089 -0.323 -0.030
C -0.392164 2.408231 -0.217178 0.162 0.356 -0.033 -0.246
C 1.970839 1.723129 -1.557649 -0.004 0.026 -0.071 -0.215
C 0.755965 1.079667 -1.882879 0.094 -0.050 -0.169 -0.192
C -0.333968 -0.541155 -3.236636 -0.207 -0.070 -0.049 -0.079
C 2.394734 -1.053347 0.188251 -0.638 -0.322 0.017 -0.225
C -5.146183 -1.296798 1.241257 -0.109 -0.024 -0.018 -0.101
C -0.302327 1.177981 2.625123 0.115 -0.018 0.360 -0.119
C 0.595852 0.326905 1.771450 -0.137 -0.348 -0.103 -0.177
C -2.340052 1.500285 1.165675 -0.275 0.165 -0.390 -0.137
C 0.643121 -2.573993 -0.555137 0.132 -0.172 -0.179 -0.007
C 1.116703 -4.357225 -2.250643 0.018 0.007 0.032 -0.049
C 1.042456 -1.480478 0.235035 0.425 0.170 0.074 -0.136
C -3.791654 -0.267709 2.851930 -0.164 -0.081 0.204 -0.138
C -1.657726 2.721590 0.538203 -0.057 -0.195 0.086 -0.112
C 0.787697 3.074258 0.046886 -0.313 -0.011 -0.087 -0.077
C 2.867395 -2.759672 -1.432061 0.161 0.193 0.134 -0.028
C 1.977999 0.611956 1.679049 0.183 -0.570 -0.423 -0.668
C -2.354323 0.119575 3.200556 -0.452 -0.161 0.130 -0.430
C 4.330654 1.694342 -1.744602 0.216 0.108 0.102 -0.083
H 4.438496 1.477708 -0.677350 -0.006 0.018 -0.021 0.086
H 0.056875 -4.571097 -2.138588 -0.066 -0.052 -0.026 0.075
H -0.139636 0.915891 3.677958 0.014 0.198 -0.215 0.135
H -4.449675 0.614722 2.926993 0.054 -0.067 -0.015 0.132
H -0.043576 2.229008 2.494715 -0.047 -0.083 0.020 0.097
H -1.329648 0.943884 -1.458554 -0.088 -0.135 -0.052 0.112
H 3.556875 -3.262257 -2.094990 0.105 -0.040 -0.066 0.115
H -0.881302 -1.061341 1.111456 -0.153 0.024 -0.020 0.130
H 5.061466 1.119988 -2.311851 0.003 0.060 0.045 0.094
H -4.115354 -0.996870 3.607817 0.122 0.165 -0.083 0.134
H -5.086006 -1.715090 0.238409 -0.087 -0.012 0.023 0.091
H -0.030226 -1.248368 -4.006668 -0.065 0.009 0.036 0.097
H 4.497745 2.762039 -1.923764 -0.012 -0.040 0.008 0.093
H -5.475307 -2.072759 1.942174 0.000 0.014 -0.026 0.092
H 2.867457 3.259985 -0.367641 0.147 -0.011 0.018 0.108
H 1.321645 -4.135073 -3.297040 -0.017 -0.048 -0.105 0.081
H -2.382727 3.147248 -0.162833 -0.040 0.012 0.103 0.125
H 4.320518 -1.378216 -0.688905 0.133 0.055 0.002 0.115
H -5.877310 -0.478731 1.253393 0.006 -0.027 -0.013 0.092
H -3.358136 1.795826 1.434729 0.055 -0.095 -0.119 0.123
H -2.415220 0.710278 0.412785 -0.078 0.141 0.025 0.108
H -0.386271 -2.902845 -0.498373 -0.108 -0.062 -0.027 0.121
H -1.070404 0.154004 -3.655050 0.024 -0.014 0.028 0.098
H 1.681716 -5.250014 -1.984831 -0.005 -0.103 -0.039 0.083
H -0.782252 -1.089897 -2.402080 -0.001 0.033 -0.024 0.083
H -1.464107 3.477785 1.300329 -0.018 0.074 -0.021 0.119
H 0.817492 3.859782 0.787758 -0.025 0.054 0.124 0.112
```
Positions in Å, forces in eV/Å.

Results
Highest occupied orbital energy   -0.2889 Eh
Calculated total energy   -1801.4052 Ha
SMILES   COCC(=O)N(CCc1ccc(OC)c(OC)c1)Cc1cc2cc(C)ccc2nc1Cl
LUMO   0.0147 Eh
Gap between HOMO and LUMO   8.262 eV

=====

Entry 3:
The following is a quantum chemistry calculation of a cluster of 2 separate species, C4H14N2O in total in a non-equilibrium geometry, from OMol25.

```
21
Properties=species:S:1:pos:R:3:forces:R:3:lowdin_charge:R:1
O 2.697530 1.670525 2.336793 1.051 1.760 4.485 -0.137
N -0.514316 0.015630 1.043352 -1.005 0.278 1.792 0.001
N -1.766625 -2.485402 0.305519 0.385 -0.137 2.317 -0.025
C 1.300935 1.331157 -1.167571 -0.879 -1.912 0.750 -0.090
C -1.547414 -1.401154 -0.573799 -0.828 2.181 0.542 -0.280
C -0.178763 -0.571618 -0.248015 -4.555 -1.100 0.060 -0.394
C 0.009430 0.475508 -1.370083 3.567 -2.391 1.537 -0.202
H 0.496338 -1.443369 -0.197021 0.643 0.978 0.090 0.131
H 2.202985 0.724303 -1.305828 -0.181 0.403 0.079 0.087
H -1.955331 -3.375780 -0.035994 0.085 -1.440 -1.383 0.042
H 1.336480 1.916580 -0.275868 0.016 -0.304 1.313 0.047
H -0.764309 0.998036 0.907005 0.231 -0.357 0.163 0.062
H 2.902323 1.936776 3.373846 -0.912 -1.682 -3.679 0.127
H -1.443086 -1.883186 -1.517302 -0.322 0.337 -1.428 0.088
H 2.874358 2.568758 2.031579 -0.100 -0.044 -0.812 0.005
H -2.482771 -0.652932 -0.400009 2.140 -1.273 -1.282 0.151
H -2.436401 -2.400317 1.042110 -0.142 0.746 0.389 0.059
H -1.379221 -0.417860 1.560311 2.409 0.794 -1.558 0.099
H -0.818638 1.119810 -1.473707 -1.238 0.304 -0.407 0.092
H 1.192774 2.090859 -1.838666 0.454 1.904 -2.601 0.025
H 0.273723 -0.216324 -2.196652 -0.820 0.955 -0.369 0.114
```
Positions in Å, forces in eV/Å.

Results
Highest occupied orbital energy   -0.2962 Eh
ΔE to the lowest compared entry with this formula, charge and spin   69.6 kcal/mol
Calculated total energy   -345.4653 Ha
SMILES   CC[C@@H](N)CN.O
LUMO   0.0312 Eh
Gap between HOMO and LUMO   8.909 eV

=====

Entry 4:
The following is a quantum chemistry calculation of an isolated molecule of C5H10ClNS in a non-equilibrium geometry, from OMol25.

```
18
Properties=species:S:1:pos:R:3:forces:R:3:lowdin_charge:R:1
Cl -3.080619 -1.423117 0.242390 0.380 1.715 -0.344 0.441
S 0.464994 -1.406638 -0.397096 1.012 0.273 1.069 0.762
N -0.600761 2.067737 -0.251257 0.823 -1.477 0.681 -0.023
C -1.270374 0.823081 0.235113 -0.974 -2.684 2.400 -0.403
C 0.751497 1.522391 0.147376 -0.184 -2.718 0.530 -0.174
C 2.244615 -1.850421 0.068926 -0.166 1.371 1.110 -0.387
C 0.077085 0.023720 0.674230 1.283 3.124 -1.535 -0.493
C -2.240063 0.002956 -0.702626 2.478 -2.798 1.015 -0.468
H 2.511533 -2.484424 -0.796810 0.672 1.140 0.085 0.009
H 2.869092 -0.827374 0.408963 -1.435 -3.031 -1.521 0.107
H -0.364104 1.957111 -1.217029 -1.496 0.269 -1.186 0.073
H 0.398306 -0.060034 1.746364 -1.020 -0.431 -0.954 0.099
H 1.391747 1.390295 -0.796544 -0.330 0.410 1.900 0.118
H -1.809323 -0.710340 -1.485804 -0.142 1.933 0.776 0.041
H -2.909160 0.697480 -1.058226 -2.069 1.011 -1.011 0.035
H -1.912705 0.934636 1.227944 1.279 0.462 -2.101 0.153
H 2.303340 -2.605649 0.889540 -0.393 0.988 -0.160 0.021
H 1.174906 1.948587 1.064544 0.283 0.443 -0.755 0.089
```
Positions in Å, forces in eV/Å.

Results
Highest occupied orbital energy   -0.3119 Eh
ΔE to the lowest compared entry with this formula, charge and spin   70.2 kcal/mol
Calculated total energy   -1109.5226 Ha
SMILES   CS[C@H]1CN[C@H]1CCl
LUMO   0.0255 Eh
Gap between HOMO and LUMO   9.182 eV